No. 1
Here is a single C5H8N2 molecule from the Open Molecules 2025 dataset. Energies are from ωB97M-V/def2-TZVPD.

Output
* relative energy (zero: lowest compared OMol25 entry of this formula, charge and spin): 0.850 eV
* spin multiplicity: 1
* E_LUMO: 0.0373 hartree
* SMILES: Cn1cccc1N
* F_max: 0.00628 Eh/bohr
* gap between HOMO and LUMO: 8.6 eV

Structure (XYZ):
```
15
Properties=species:S:1:pos:R:3:forces:R:3
C 0.373402 1.610735 -0.355177 0.125 0.255 -0.154
N -0.558795 0.516032 -0.087832 0.037 -0.148 0.069
C -0.790136 0.403650 1.292498 0.097 -0.001 0.205
C -0.413318 -0.822600 1.717209 -0.147 0.042 0.038
C 0.011550 -1.568811 0.557568 0.019 -0.085 -0.074
C -0.103571 -0.736433 -0.513509 0.020 -0.034 0.158
N 0.091341 -0.965457 -1.876227 0.086 0.084 0.015
H 0.626632 1.666838 -1.414788 -0.094 0.034 0.054
H -0.060291 2.559539 -0.035976 -0.019 -0.069 -0.113
H 1.291655 1.435077 0.224007 -0.042 0.130 -0.172
H -1.159860 1.267416 1.827195 0.112 -0.128 0.022
H -0.448554 -1.176007 2.740199 -0.094 -0.038 -0.198
H 0.324196 -2.601813 0.538923 -0.112 0.025 -0.053
H -0.146889 -0.188421 -2.475583 0.044 -0.089 0.124
H 0.962638 -1.399744 -2.138509 -0.032 0.020 0.079
```
Forces are in eV/Å.



No. 2
Here is 7 unconnected molecules or ions with the total composition H14O7 in a non-equilibrium geometry from the Open Molecules 2025 dataset. Energies are from ωB97M-V/def2-TZVPD.

Output
* relative energy (zero: lowest compared OMol25 entry of this formula, charge and spin): 2.303 eV
* spin multiplicity: 1
* E_LUMO: -0.0254 hartree
* SMILES: O.O.O.O.O.O.O
* F_max: 0.10498 Eh/bohr
* gap between HOMO and LUMO: 9.9 eV

Structure (XYZ):
```
21
Properties=species:S:1:pos:R:3:forces:R:3
O -0.516546 -1.186526 0.192873 -0.933 0.460 0.850
H -1.212135 -1.054447 0.867427 0.484 -0.219 -0.284
H -0.957985 -1.558857 -0.562640 -0.235 -0.528 -0.580
O 1.980725 -1.061775 -2.172907 -0.039 -2.332 -4.478
H 1.896633 -0.630558 -1.402141 -0.056 2.535 4.766
H 1.234039 -0.726618 -2.680287 0.161 -0.142 -0.255
O -0.886545 1.294323 -1.393070 0.809 0.060 -0.518
H -1.331661 1.698569 -2.122685 -0.201 0.553 -1.036
H -1.521953 0.672173 -1.075877 -0.573 -0.816 0.624
O 1.159732 0.926583 2.959497 1.173 0.012 0.378
H 0.230686 0.799317 3.024788 -1.116 -0.031 0.069
H 1.354405 0.968352 2.015123 -0.080 0.134 -0.128
O 0.464126 -3.677523 0.667167 1.164 -0.414 0.219
H 1.414567 -3.854412 0.829588 -0.871 -0.105 -0.143
H 0.452635 -2.723791 0.558494 -0.126 0.177 0.033
O -2.048357 2.687777 0.517185 -0.378 0.083 -0.295
H -1.446234 2.446151 -0.212020 -0.214 0.240 0.615
H -2.878880 2.922644 0.075282 0.289 0.034 0.308
O 1.241828 0.767928 0.230819 -0.006 -0.642 -0.263
H 0.544656 0.095624 0.185597 0.385 -0.911 1.094
H 0.826265 1.195064 -0.502212 0.364 1.851 -0.973
```
Forces are in eV/Å.



No. 3
Here is 2 unconnected molecules or ions with the total composition C9H14OS in a non-equilibrium geometry from the Open Molecules 2025 dataset. Energies are from ωB97M-V/def2-TZVPD.

Output
* relative energy (zero: lowest compared OMol25 entry of this formula, charge and spin): 7.421 eV
* spin multiplicity: 1
* E_LUMO (spin up / spin down): 0.0030 / -0.0238 hartree
* F_max: 0.09169 Eh/bohr
* gap between HOMO and LUMO (spin up / spin down): 8.0 / 7.3 eV

Structure (XYZ):
```
25
Properties=species:S:1:pos:R:3:forces:R:3
C 1.570552 0.531915 1.173754 1.633 -0.977 -1.962
C 2.888982 0.355782 1.335668 0.463 0.485 -0.109
C 1.582775 -0.048286 -1.234016 2.365 0.138 -0.077
C 0.975971 0.176152 -0.100106 -0.459 -0.468 0.402
C -3.095880 0.731073 0.549550 -0.818 -0.905 0.997
C 3.658365 -0.345339 0.222461 0.713 -0.802 0.649
C 3.156968 0.110780 -1.157618 -1.455 2.473 2.964
C -4.181846 0.032628 1.345169 -2.274 3.821 -1.569
C -1.844447 -0.411118 -1.618351 1.253 -2.035 -0.507
O -2.037263 -1.666617 0.568442 -0.196 -1.073 1.187
S -1.809817 -0.268673 0.208078 1.874 -1.037 -1.946
H 0.949978 0.992832 1.826320 -1.544 1.541 2.234
H 3.510142 0.877164 2.125068 -1.132 -1.036 -0.572
H 1.186602 -0.287652 -2.205051 -0.305 -0.019 -0.053
H -2.695821 1.714039 0.669940 -0.595 0.911 0.108
H 4.734268 -0.210811 0.530020 -0.760 0.150 -1.276
H 3.538451 -1.453094 0.239004 -0.254 0.496 0.436
H 3.673034 -0.256984 -1.943193 1.406 -1.988 -2.499
H 3.425033 1.182831 -1.221061 -0.546 0.035 -0.032
H -4.048398 -0.994370 1.253139 -0.037 -1.765 0.029
H -5.223332 0.384487 0.857049 2.065 -0.981 1.002
H -4.254608 0.373272 2.370161 0.136 -0.120 0.324
H -2.296733 -1.451470 -1.870193 0.910 1.638 0.798
H -2.591913 0.287330 -1.873063 -0.189 1.202 -1.179
H -0.771072 -0.355880 -2.051169 -2.254 0.315 0.651
```
Forces are in eV/Å.



No. 4
Here is 2 unconnected molecules or ions with the total composition C4H8NO in a non-equilibrium geometry from the Open Molecules 2025 dataset. Energies are from ωB97M-V/def2-TZVPD.

Output
* relative energy (zero: lowest compared OMol25 entry of this formula, charge and spin): 3.168 eV
* spin multiplicity: 1
* E_LUMO: -0.1744 hartree
* net charge: +1
* F_max: 0.06569 Eh/bohr
* gap between HOMO and LUMO: 8.4 eV

Structure (XYZ):
```
14
Properties=species:S:1:pos:R:3:forces:R:3
C 1.189093 0.746960 -1.251180 1.493 1.527 2.617
C 0.222066 0.152643 -1.774295 -1.060 -1.586 -1.762
C -0.441715 -0.149563 1.619086 -1.904 -0.179 0.141
C -1.527298 -0.773601 1.186398 1.918 -1.156 -0.993
N 1.945469 1.409309 -0.450969 -0.218 -0.041 -1.454
O -1.295709 -1.398769 -0.023009 1.019 1.430 -0.395
H 0.261316 -0.151457 -2.860546 -0.329 0.106 1.397
H -0.534771 -0.248257 -0.978269 0.433 0.480 -1.471
H 0.386503 -0.065128 0.955358 0.530 -0.133 0.192
H -0.477987 0.215943 2.593730 0.402 1.028 1.271
H -2.463003 -1.083026 1.586211 -0.456 0.498 0.946
H 2.607902 1.000979 0.195194 0.227 -0.405 -0.241
H 2.026000 2.413173 -0.584506 -0.293 0.098 0.314
H -1.897867 -2.069207 -0.213204 -1.763 -1.665 -0.560
```
Forces are in eV/Å.



Q: Which formula does entry 4 have?
A: C4H8NO